The following is a quantum chemistry calculation of a cluster of 9 separate species, C34H57N7O6 in total, from the OMol25 dataset.

Last columns: bonded neighbours and bond lengths (Å).
CARTESIAN COORDINATES (ANGSTROEM)
1 O 4.183 0.415 -4.585  C21 1.387, C44 1.286
2 O 3.352 -0.379 -2.771  C42 1.386, C44 1.328
3 O 2.634 3.629 4.056  C23 1.381, C45 1.313
4 O 0.689 2.567 3.395  C45 1.255
5 O 2.550 1.573 -3.589  C44 1.240
6 O 2.420 2.911 2.039  C37 1.441, C45 1.303
7 N -1.608 7.880 -1.813  C30 1.123
8 N -6.023 5.807 -0.537  C41 1.155
9 N 0.768 -3.634 2.101  C29 1.160
10 N 7.533 -4.226 2.851  C22 1.109
11 N -7.648 -0.477 -0.571  C26 1.123
12 N -2.151 -0.491 -3.448  C46 1.172
13 N -2.339 -0.017 0.984  C32 1.162
14 C 5.139 -3.614 2.258  C22 1.433, C28 1.535, H68 1.090, H95 1.090
15 C -2.494 -2.521 4.325  C16 1.587, H57 1.090, H61 1.090, H70 1.090
16 C -2.449 -3.906 3.552  C15 1.587, C38 1.523, H90 1.090, H93 1.090
17 C 1.175 0.520 0.053  C18 1.549, C19 1.455, H71 1.090, H96 1.090
18 C -0.192 0.326 -0.650  C17 1.549, C32 1.560, H67 1.090, H86 1.090
19 C 1.629 -0.675 0.747  C17 1.455, H75 1.090, H83 1.090, H99 1.090
20 C -4.709 2.503 -0.988  C27 1.527, C39 1.568, H60 1.090, H92 1.090
21 C 4.809 -0.816 -4.469  O1 1.387, C42 1.455, H53 1.090, H77 1.090
22 C 6.482 -3.950 2.627  N10 1.109, C14 1.433
23 C 3.796 4.078 3.460  O3 1.381, C37 1.516, H66 1.090, H74 1.090
24 C 0.411 -3.016 -4.199  C34 1.571, C43 1.514, H58 1.090, H103 1.090
25 C -5.755 -0.886 1.139  C26 1.461, C47 1.566, H85 1.090, H100 1.090
26 C -6.808 -0.656 0.151  N11 1.123, C25 1.461
27 C -4.810 3.792 -1.801  C20 1.527, C41 1.517, H54 1.090, H63 1.090
28 C 4.591 -2.319 2.871  C14 1.535, C36 1.524, H52 1.090, H69 1.090
29 C -0.087 -4.098 2.734  N9 1.160, C38 1.485
30 C -0.643 7.528 -1.358  N7 1.123, C35 1.482
31 C -0.477 4.692 -0.224  C40 1.490, H51 1.090, H78 1.090, H88 1.090
32 C -1.455 0.111 0.241  N13 1.162, C18 1.560
33 C -5.163 -3.280 0.721  C47 1.539, H56 1.090, H64 1.090, H98 1.090
34 C -1.107 -2.706 -4.459  C24 1.571, C46 1.477, H91 1.090, H101 1.090
35 C 0.505 6.981 -0.597  C30 1.482, C40 1.526, H48 1.090, H65 1.090
36 C 5.452 -1.067 2.745  C28 1.524, H62 1.090, H79 1.090, H84 1.090
37 C 3.694 3.585 2.030  O6 1.441, C23 1.516, H89 1.090, H97 1.090
38 C -1.199 -4.770 3.451  C16 1.523, C29 1.485, H81 1.090, H87 1.090
39 C -4.120 1.377 -1.906  C20 1.568, H55 1.090, H59 1.090, H80 1.090
40 C 0.749 5.476 -0.549  C31 1.490, C35 1.526, H72 1.090, H82 1.090
41 C -5.505 4.910 -1.047  N8 1.155, C27 1.517
42 C 4.291 -1.304 -3.201  O2 1.386, C21 1.455, H49 1.090, H104 1.090
43 C 0.817 -4.423 -4.583  C24 1.514, H73 1.090, H76 1.090, H94 1.090
44 C 3.376 0.649 -3.611  O1 1.286, O2 1.328, O5 1.240
45 C 1.854 2.996 3.210  O3 1.313, O4 1.255, O6 1.303
46 C -1.695 -1.471 -3.901  N12 1.172, C34 1.477
47 C -4.562 -1.876 0.916  C25 1.566, C33 1.539, H50 1.090, H102 1.090
48 H 0.380 7.143 0.474  C35 1.090
49 H 3.922 -2.330 -3.165  C42 1.090
50 H -3.791 -1.946 1.682  C47 1.090
51 H -0.538 4.261 0.775  C31 1.090
52 H 4.446 -2.621 3.908  C28 1.090
53 H 4.460 -1.481 -5.259  C21 1.090
54 H -3.844 4.284 -1.922  C27 1.090
55 H -4.710 1.109 -2.782  C39 1.090
56 H -5.828 -3.389 1.578  C33 1.090
57 H -2.136 -2.494 5.355  C15 1.090
58 H 1.015 -2.282 -4.733  C24 1.090
59 H -3.116 1.594 -2.273  C39 1.090
60 H -4.191 2.715 -0.053  C20 1.090
61 H -3.454 -2.046 4.120  C15 1.090
62 H 6.200 -1.167 1.958  C36 1.090
63 H -5.422 3.524 -2.662  C27 1.090
64 H -4.375 -3.954 1.057  C33 1.090
65 H 1.464 7.335 -0.976  C35 1.090
66 H 4.013 5.143 3.376  C23 1.090
67 H -0.373 1.212 -1.259  C18 1.090
68 H 4.576 -4.514 2.506  C14 1.090
69 H 3.553 -2.139 2.592  C28 1.090
70 H -1.813 -1.878 3.768  C15 1.090
71 H 1.874 0.894 -0.695  C17 1.090
72 H 0.961 5.186 -1.578  C40 1.090
73 H 0.704 -4.931 -3.625  C43 1.090
74 H 4.617 3.453 3.810  C23 1.090
75 H 1.426 -0.650 1.818  C19 1.090
76 H 1.877 -4.599 -4.765  C43 1.090
77 H 5.891 -0.827 -4.337  C21 1.090
78 H -1.368 5.301 -0.070  C31 1.090
79 H 6.109 -1.057 3.615  C36 1.090
80 H -4.083 0.392 -1.441  C39 1.090
81 H -0.831 -5.300 4.330  C38 1.090
82 H 1.674 5.201 -0.044  C40 1.090
83 H 2.693 -0.525 0.566  C19 1.090
84 H 4.890 -0.144 2.607  C36 1.090
85 H -5.311 0.081 1.374  C25 1.090
86 H -0.122 -0.509 -1.348  C18 1.090
87 H -1.447 -5.656 2.867  C38 1.090
88 H -0.594 4.005 -1.061  C31 1.090
89 H 4.555 3.028 1.661  C37 1.090
90 H -2.559 -3.725 2.483  C16 1.090
91 H -1.765 -3.480 -4.065  C34 1.090
92 H -5.725 2.262 -0.678  C20 1.090
93 H -3.274 -4.582 3.778  C16 1.090
94 H 0.255 -4.803 -5.436  C43 1.090
95 H 5.116 -3.511 1.173  C14 1.090
96 H 0.933 1.340 0.729  C17 1.090
97 H 3.451 4.413 1.365  C37 1.090
98 H -5.552 -3.692 -0.210  C33 1.090
99 H 1.220 -1.597 0.334  C19 1.090
100 H -6.153 -1.172 2.113  C25 1.090
101 H -1.457 -2.726 -5.491  C34 1.090
102 H -4.108 -1.580 -0.030  C47 1.090
103 H 0.727 -2.797 -3.179  C24 1.090
104 H 5.039 -1.503 -2.434  C42 1.090

Total energy, eV: -58891.524
Max |F|, eV Å⁻¹: 5.9
Net charge: 0
Multiplicity: 1
E_HOMO, eV: -10.7
ΔE to the lowest compared entry with this formula, charge and spin, kcal/mol: 44.6

Results of the Löwdin charge analysis, in e, for atoms 1 through 2:
1. O 0.12
2. O 0.09